1.
A cluster of 3 separate species, C31H42Br2F3O8PS in total. Source: the Open Molecules 2025 dataset; level of theory: ωB97M-V with the def2-TZVPD basis set.

Structure (XYZ):
```
88
Properties=species:S:1:pos:R:3:mulliken_charge:R:1
Br 1.1334 2.7255 -4.8351 -0.1055
Br 0.9967 5.1385 -2.6225 -0.0925
S -2.7396 1.6052 -3.2600 1.6411
P -3.0831 -2.5725 0.1889 0.7870
F 6.3893 0.7307 5.0891 -0.2671
F -0.5502 -2.8663 -1.8209 -0.4220
F 3.0963 0.5749 2.8893 -0.4365
O -3.3723 0.9430 -4.3623 -0.6691
O -2.3058 -2.6719 1.5875 -0.5907
O -5.8240 0.1619 -2.8656 -0.1933
O -3.0082 -3.8265 -0.5568 -0.7146
O -4.6005 -2.2227 0.5762 -0.5687
O -7.7394 0.2014 -3.9550 -0.5606
O -3.0940 2.9591 -2.9932 -0.7794
O -2.9830 0.7554 -1.9433 -0.8869
C -5.2847 -0.7643 -1.9219 -1.2937
C -0.1550 3.6609 -2.5124 0.3395
C 0.3017 -0.0502 1.3405 -1.3440
C 7.7455 -1.1875 5.0508 -0.5200
C 3.6682 3.3485 5.1287 -0.4177
C 2.0762 -0.2801 -2.6588 -1.7714
C -0.9679 1.4259 -3.5471 -0.8233
C 6.5678 -0.5529 4.7122 0.2985
C 0.9648 0.9954 -0.8668 -1.4732
C 3.2460 2.7992 6.3314 -0.5382
C -7.8724 0.4324 -1.6025 -1.0035
C -0.1620 -2.8206 -4.1609 -1.7049
C 5.5660 -1.1833 4.0020 0.0882
C 2.7766 1.4941 6.3701 -0.4905
C -2.3401 -1.1002 -0.5550 -1.2603
C -2.6980 -0.6954 -2.0075 2.4429
C -1.5591 -0.9865 -3.0179 -1.5957
C 0.0178 1.0642 0.3345 0.4916
C -1.0425 3.7516 -1.3188 -1.1377
C 5.7592 -2.5022 3.6161 -0.6059
C 7.9214 -2.5082 4.6631 -0.3264
C -7.1743 0.2464 -2.9136 0.6156
C 0.7166 -0.0626 -1.9584 0.6403
C -1.1146 -2.4519 -3.0312 -0.0291
C 3.6269 2.5981 3.9634 -0.5170
C 3.1536 1.3056 4.0320 0.2942
C 6.9325 -3.1669 3.9458 -0.5534
C 2.7241 0.7342 5.2107 0.0286
C -0.1226 2.6713 -3.4010 -0.4205
C -0.3846 0.0516 -3.0760 0.4543
C -4.0003 -1.3661 -2.4858 -1.5476
H -4.0810 -1.2564 -3.5686 0.7040
H 0.3978 -1.0254 0.8544 0.2666
H 7.0758 -4.1955 3.6441 0.3800
H -1.2739 -1.2734 -0.4929 -1.1275
H 2.3601 -0.2848 5.2167 0.4603
H -4.6775 -1.3683 1.0199 0.3953
H -2.2841 -1.8378 2.0735 0.3761
H -0.4965 -0.1595 2.0797 0.2890
H 3.9585 3.0015 3.0161 0.4413
H 4.6598 -0.6542 3.7583 0.3472
H 0.1459 -0.2774 -3.9688 1.2034
H 2.4518 1.0610 7.3063 0.3762
H -1.7536 4.5674 -1.4551 0.4573
H -2.0397 -0.8856 -3.9951 1.3936
H 1.9126 0.6756 -0.4160 0.6647
H -3.9637 -2.4378 -2.2993 0.8502
H 0.5480 -0.9945 -1.4207 -0.0719
H -1.6043 2.8488 -1.1208 -0.1329
H -5.9953 -1.5713 -1.7388 0.7276
H -5.1189 -0.2820 -0.9565 0.2229
H -0.2099 -2.1138 -4.9878 0.3418
H -7.2938 1.0516 -0.9194 0.3131
H -7.9831 -0.5444 -1.1237 0.2942
H -2.0152 -3.0564 -3.1645 0.6068
H 4.9873 -3.0114 3.0544 0.3793
H -1.0446 1.3220 -4.6306 1.0492
H 3.2848 3.3876 7.2378 0.3979
H 1.2160 1.9735 -1.2665 0.2788
H 1.2354 0.1396 1.8654 0.1494
H 0.2282 2.0065 0.8464 0.5553
H 8.5048 -0.6530 5.6052 0.4270
H 1.9988 -1.0797 -3.3928 0.3386
H 8.8359 -3.0234 4.9243 0.3567
H 4.0340 4.3656 5.0953 0.3823
H 2.4058 0.6329 -3.1542 0.3456
H -0.4001 -3.8092 -4.5453 0.4301
H -2.5464 -0.2573 0.1089 1.4757
H -1.0299 1.0946 0.0542 -0.4308
H -8.8656 0.8326 -1.7713 0.3206
H 2.8163 -0.5946 -1.9242 0.4567
H 0.8596 -2.8470 -3.7875 0.3647
H -0.4425 3.9972 -0.4424 0.4824
```

As for the SMILES: CCC[C@H](C)[C@H]1[C@@H]([C@@H](C)F)[C@@](CCOC(C)=O)(CP(=O)(O)O)OS(=O)(=O)[C@H]1/C(Br)=C(\C)Br.Fc1ccccc1.Fc1ccccc1. Its molar mass is 822.51 g mol⁻¹. Its electronic energy is -217570.96088 eV. For the LUMO energy, the calculation gives -0.220 eV. Its spin multiplicity is 1.

=====

2.
A structure of composition C31H42BrN3NiP2. Source: the Open Molecules 2025 dataset; level of theory: ωB97M-V with the def2-TZVPD basis set.

Structure (XYZ):
```
80
Properties=species:S:1:pos:R:3:mulliken_spin:R:1
Br -1.7573 -0.9439 1.7518 0.0158
Ni -0.1667 -0.6473 -0.2992 0.8561
P -2.3331 -3.1624 -1.5182 0.6346
P 1.9093 -0.9425 1.0565 0.0621
N 0.1148 0.6914 9.3281 0.0000
N 0.2356 0.2096 3.9663 -0.0017
N -1.0318 7.5702 -5.9190 0.0005
C 2.2849 -2.4870 2.0529 0.0161
C 3.4230 0.0970 1.4996 0.0242
C -2.0891 1.1966 0.0692 0.0138
C 0.2027 2.7957 0.0255 -0.0001
C -0.9827 0.5244 5.9822 0.0003
C -2.5749 -1.4523 -2.1264 0.0991
C 0.1707 0.5772 8.1465 0.0000
C -1.0364 0.9845 0.9847 -0.0264
C -2.8869 -1.4050 -3.6309 0.0233
C -0.7192 7.9105 -4.6767 -0.0004
C -1.8343 2.0013 -1.0434 -0.0162
C -0.6858 5.5619 -4.0546 -0.0008
C -0.9019 0.4628 4.5938 0.0005
C 3.1857 -3.5583 1.4248 0.0024
C 1.3429 0.0782 6.0603 0.0004
C -1.0327 5.2528 -5.3968 0.0008
C -4.7374 -3.7835 -0.1852 0.0187
C 0.0544 1.8722 1.0837 0.0265
C -0.5369 6.9351 -3.6825 0.0009
C 3.0691 -0.3239 -1.5492 0.0034
C -0.5351 3.6311 -2.2269 0.0033
C 1.3046 -0.1039 4.6844 0.0032
C -3.3120 -3.2849 0.0481 0.0704
C 0.1792 0.3920 6.7256 0.0000
C -0.5723 -3.2993 -1.0105 0.0725
C -0.6759 2.7964 -1.0880 0.0081
C -1.1940 6.3109 -6.3059 -0.0004
C 4.7796 -0.5882 1.4005 0.0025
C 2.1841 -1.2797 -0.7671 -0.0147
C 0.0055 -4.6528 -1.4418 0.0235
C -0.5783 4.4858 -3.0975 0.0052
H -2.5645 1.9997 -1.8661 -0.0023
H -0.1096 -5.4195 -0.6558 -0.0023
H -0.0375 -2.4763 -1.5283 0.0081
H -3.2425 -0.3980 -3.9047 0.0003
H 1.1169 -1.1430 -1.2044 -0.0167
H 3.4103 1.0032 0.8806 0.0005
H 2.1515 -0.4649 4.1221 -0.0014
H -3.2579 -2.2977 0.5124 0.0395
H -5.3633 -3.1092 -0.7732 -0.0006
H 4.9588 -1.0588 0.4324 0.0004
H 4.9095 -1.3561 2.1640 0.0001
H -1.4571 6.1562 -7.3647 0.0000
H -1.8330 0.5780 4.0373 0.0005
H -0.5646 -3.1633 0.0834 0.0249
H 2.9076 -0.4723 -2.6217 -0.0008
H -3.6635 -2.1385 -3.9002 -0.0027
H 1.0174 3.5198 0.0023 0.0000
H -1.9800 -1.6214 -4.2182 0.0013
H -0.6147 8.9926 -4.4846 0.0000
H -0.3103 7.2865 -2.6801 0.0000
H 1.2923 -2.9183 2.2650 0.0026
H 1.0753 -4.5462 -1.6845 0.0045
H 2.8153 0.7190 -1.3405 -0.0010
H 0.7827 1.8953 1.8973 -0.0051
H -1.9273 0.6659 6.4796 0.0000
H 2.2820 -0.0451 6.5742 0.0000
H 4.2161 -3.2128 1.2643 -0.0003
H -1.6553 -0.8767 -1.9061 0.0387
H 4.1431 -0.4561 -1.3898 0.0011
H -2.7667 -3.9756 0.7073 -0.0090
H 2.6957 -2.2154 3.0459 -0.0007
H -0.4968 -5.0108 -2.3564 -0.0042
H 5.5976 0.1272 1.5418 0.0005
H -3.3796 -1.0160 -1.5252 -0.0013
H -4.6807 -4.7311 -0.7253 -0.0021
H -3.0618 0.6938 0.1535 -0.0003
H 2.4620 -2.3220 -0.9702 -0.0004
H 3.2472 -4.4385 2.0858 0.0004
H 2.8041 -3.9114 0.4602 0.0006
H 3.2736 0.4447 2.5311 0.0002
H -1.2074 4.2455 -5.7706 0.0000
H -5.2563 -3.9549 0.7658 -0.0002
```

Its molar mass is 657.24 g mol⁻¹. As for the total charge: +2. Its electronic energy is -166939.92898 eV. For the LUMO energy (alpha / beta), the calculation gives -6.335 / -9.597 eV. Its spin multiplicity is 3. The value obtained for the energy relative to the best compared isomer or geometry (same formula, charge and spin) is 239.7 kJ/mol.